{"formula": "C20H30O15", "method": "ωB97M-V with the def2-TZVPD basis set", "relative_energy_kj_mol": 171.76, "lumo_energy_ev": -0.314, "max_force_ev_per_a": 2.60, "total_energy_ha": -1908.7219, "homo_ev": -10.387, "homo_lumo_gap_ev": 10.07, "smiles": "C[C@H]1COC(=O)O1.C[C@H]1COC(=O)O1.C[C@H]1COC(=O)O1.C[C@H]1COC(=O)O1.C[C@H]1COC(=O)O1", "species": ["C", "C", "C", "O", "C", "O", "O", "H", "H", "H", "H", "H", "H", "C", "C", "C", "O", "C", "O", "O", "H", "H", "H", "H", "H", "H", "C", "C", "C", "O", "C", "O", "O", "H", "H", "H", "H", "H", "H", "C", "C", "C", "O", "C", "O", "O", "H", "H", "H", "H", "H", "H", "C", "C", "C", "O", "C", "O", "O", "H", "H", "H", "H", "H", "H"], "coordinates": [[-16.07166, -2.83490, 12.14908], [-17.10269, -3.96127, 11.88713], [-17.74693, -4.40576, 13.21962], [-19.07109, -3.90806, 13.09562], [-19.33070, -3.47701, 11.83632], [-20.40819, -3.23184, 11.43745], [-18.17008, -3.43974, 11.11949], [-16.04108, -2.29404, 11.19841], [-15.06720, -3.20339, 12.28068], [-16.44914, -2.18796, 12.93347], [-16.60675, -4.80252, 11.40978], [-17.29073, -3.88000, 14.05524], [-17.68727, -5.48941, 13.33338], [-10.43474, -5.43996, 12.52318], [-11.75357, -6.08340, 12.86723], [-13.07980, -5.29697, 12.67227], [-13.79625, -6.09880, 11.75361], [-13.19067, -7.28529, 11.55532], [-13.69436, -8.23524, 11.05348], [-11.95589, -7.27447, 12.09057], [-10.38100, -5.31606, 11.43748], [-9.59531, -6.01936, 12.89007], [-10.40819, -4.40497, 12.87375], [-11.72196, -6.41012, 13.91102], [-12.88096, -4.33816, 12.19276], [-13.58883, -5.10199, 13.61252], [-16.26767, -7.17670, 16.13908], [-16.25499, -8.34573, 15.17404], [-16.23189, -9.76383, 15.79123], [-17.17558, -10.48750, 15.06038], [-17.99540, -9.63467, 14.38682], [-18.97849, -9.97281, 13.82470], [-17.57402, -8.38109, 14.58027], [-16.85434, -7.42310, 17.02635], [-16.62600, -6.25253, 15.69729], [-15.24574, -7.06589, 16.51832], [-15.44969, -8.16839, 14.45745], [-16.34078, -9.66645, 16.87596], [-15.23592, -10.19281, 15.65938], [-11.01874, -0.73536, 16.60562], [-11.28275, -1.35313, 15.22782], [-12.02828, -2.68728, 15.23802], [-13.03825, -2.56705, 14.25862], [-13.26180, -1.21463, 14.01284], [-14.01746, -0.76505, 13.23910], [-12.30250, -0.51329, 14.64192], [-11.98677, -0.43588, 16.99850], [-10.31084, 0.07575, 16.47989], [-10.69045, -1.51708, 17.29445], [-10.42113, -1.42223, 14.56696], [-12.45846, -3.06693, 16.16712], [-11.24863, -3.40891, 14.96225], [-17.84848, -7.61199, 8.11574], [-18.10370, -7.82702, 9.58142], [-19.13090, -6.82074, 10.17537], [-20.09441, -7.66958, 10.78858], [-19.71873, -8.97401, 10.72669], [-20.38579, -9.84153, 11.17436], [-18.62433, -9.09853, 9.94317], [-17.71934, -6.52134, 8.03698], [-18.72973, -7.83502, 7.51513], [-16.89244, -7.94925, 7.72396], [-17.17335, -7.66091, 10.13387], [-19.63428, -6.34206, 9.33208], [-18.77990, -6.09011, 10.89673]], "forces_ev_per_angstrom": [[-1.1, -0.5, -1.7], [1.5, 0.7, 1.5], [0.2, 0.5, -0.8], [-0.4, -0.4, 0.2], [1.0, -0.8, 0.4], [-0.6, 0.6, -0.5], [-0.6, -0.2, -0.1], [0.1, 0.3, 0.2], [0.2, -0.2, 0.6], [0.4, 0.2, 0.1], [-0.3, 0.0, -0.5], [0.1, -0.3, 0.1], [-0.5, 0.0, 0.2], [-0.6, 0.7, -0.9], [-0.3, -0.4, 1.0], [1.6, 0.5, -0.8], [-0.9, 0.1, 0.1], [0.0, -0.5, 0.6], [0.0, 0.2, -0.4], [0.2, 0.2, 0.0], [0.2, -0.3, 0.0], [0.1, 0.0, 0.0], [0.1, -0.2, 0.4], [0.1, -0.1, 0.0], [-0.1, 0.1, 0.0], [-0.4, -0.3, -0.1], [0.7, -0.8, 0.8], [-1.2, 0.1, 0.6], [2.2, 1.2, 0.0], [-0.2, -0.4, 0.3], [-0.4, -0.6, 0.8], [0.1, 0.2, -0.3], [0.5, 0.9, -0.9], [-0.3, 0.1, -0.2], [0.1, 0.0, -0.1], [0.0, 0.3, -0.1], [-0.4, -0.3, -0.5], [-0.9, -0.5, -0.1], [-0.2, -0.3, -0.2], [0.0, -1.2, -0.6], [-1.9, 0.5, 1.2], [1.3, -0.9, 0.1], [-0.6, 0.6, -0.3], [2.4, -0.9, 0.0], [-1.3, 0.1, -0.3], [0.1, 0.6, -0.3], [0.1, 0.5, -0.1], [0.0, 0.1, 0.5], [0.6, 0.2, 0.0], [0.0, 0.3, 0.0], [0.0, 0.6, 0.2], [-0.6, -0.4, -0.3], [-0.1, 1.3, 0.0], [0.8, 1.0, 1.2], [-0.9, -1.0, -1.2], [0.3, 0.2, 0.6], [-1.0, 0.6, -0.7], [0.4, -0.4, 0.0], [0.2, -0.4, 0.1], [-0.2, 0.0, 0.0], [0.2, -0.4, -0.2], [-0.3, -0.8, 0.0], [0.2, -0.4, -0.1], [0.0, 0.4, 0.3], [0.3, -0.1, -0.1]], "lowdin_charge": [-0.009, -0.314, -0.097, 0.067, -0.562, 0.189, 0.072, 0.096, 0.053, 0.090, 0.138, 0.123, 0.122, -0.015, -0.305, -0.100, 0.059, -0.572, 0.172, 0.087, 0.100, 0.089, 0.073, 0.146, 0.124, 0.123, -0.027, -0.292, -0.117, 0.081, -0.553, 0.198, 0.076, 0.089, 0.071, 0.087, 0.144, 0.130, 0.133, -0.007, -0.283, -0.127, 0.021, -0.531, 0.194, 0.070, 0.095, 0.086, 0.087, 0.153, 0.138, 0.121, -0.024, -0.320, -0.072, 0.062, -0.560, 0.172, 0.096, 0.088, 0.097, 0.083, 0.145, 0.134, 0.112]}

***

{"formula": "C4H3O2S", "method": "ωB97M-V with the def2-TZVPD basis set", "relative_energy_kj_mol": 189.16, "lumo_energy_ev": 3.513, "max_force_ev_per_a": 4.20, "total_charge": -1, "total_energy_ha": -702.8386, "homo_ev": -3.133, "homo_lumo_gap_ev": 6.65, "species": ["C", "C", "C", "C", "O", "O", "S", "H", "H", "H"], "coordinates": [[1.02367, -0.14778, 0.11018], [-0.79212, -1.16573, 0.12124], [0.17262, 0.93256, 0.22416], [-1.24410, 0.25346, 0.25784], [-1.28549, -2.26072, 0.10916], [0.37607, 2.15409, 0.30755], [2.67155, -0.48135, -0.18784], [-1.86732, 0.57100, -0.58662], [-1.80856, 0.44198, 1.17836], [2.75367, -0.29751, -1.53404]], "forces_ev_per_angstrom": [[-2.8, -3.1, -0.2], [3.5, 0.8, -0.1], [-0.4, 0.4, 0.2], [-0.2, 0.5, 0.1], [0.2, 1.1, 0.0], [-0.2, 0.1, -0.1], [-0.1, 0.2, -0.1], [0.0, 0.0, 0.0], [0.0, 0.0, 0.0], [0.0, 0.0, 0.1]], "lowdin_charge": [-0.557, -0.266, -0.630, -0.130, 0.022, -0.091, 0.619, 0.106, 0.103, -0.176]}

***

{"formula": "C43H37F12GeNO3SW", "method": "ωB97M-V with the def2-TZVPD basis set", "lumo_energy_ev": [3.920, 3.918], "max_force_ev_per_a": 0.77, "total_charge": -2, "total_energy_ha": -5681.8819, "homo_ev": [-0.192, -1.215], "multiplicity": 3, "homo_lumo_gap_ev": [4.11, 5.13], "species": ["W", "C", "C", "C", "C", "C", "N", "C", "C", "C", "C", "C", "C", "C", "C", "O", "C", "F", "F", "F", "C", "F", "F", "F", "C", "C", "C", "O", "C", "F", "F", "F", "C", "F", "F", "F", "H", "H", "H", "H", "H", "H", "H", "H", "H", "H", "H", "H", "C", "Ge", "C", "C", "C", "C", "C", "C", "C", "C", "C", "C", "C", "C", "C", "C", "C", "C", "C", "C", "H", "H", "H", "H", "H", "H", "H", "H", "H", "H", "H", "H", "H", "H", "H", "C", "C", "S", "O", "C", "C", "H", "H", "H", "H", "H", "H", "H", "H", "H", "H"], "coordinates": [[-0.52765, -0.39828, 0.57202], [-5.71358, 0.95564, -3.95443], [-4.74961, 1.00467, -2.79709], [-3.77989, 2.00069, -2.70156], [-2.92611, 2.04827, -1.61424], [-3.00250, 1.10300, -0.58506], [-2.16891, 1.15707, 0.53551], [-2.28996, 2.27141, 1.33487], [-3.32176, 3.22362, 1.12551], [-3.45598, 4.37452, 1.87387], [-2.58244, 4.66218, 2.91119], [-2.67907, 5.92934, 3.71741], [-1.62023, 3.70154, 3.18789], [-1.46619, 2.51554, 2.47707], [-0.43957, 1.48676, 2.99499], [-0.56498, 0.23512, 2.49909], [0.99866, 2.04756, 2.74575], [1.27512, 3.18840, 3.43630], [1.95075, 1.16932, 3.08574], [1.17616, 2.36444, 1.45763], [-0.64303, 1.24656, 4.53921], [-1.93443, 0.99292, 4.80383], [0.05732, 0.18768, 4.96126], [-0.28336, 2.26140, 5.37117], [-3.90946, 0.03415, -0.73002], [-4.78602, 0.02910, -1.80860], [-3.70668, -1.13722, 0.25524], [-2.41216, -1.56224, 0.21649], [-4.55945, -2.36927, -0.16728], [-5.90291, -2.16035, -0.14748], [-4.32209, -3.44796, 0.59300], [-4.27100, -2.75340, -1.43245], [-4.18479, -0.71473, 1.71444], [-4.85482, 0.45724, 1.70845], [-3.18412, -0.61424, 2.56835], [-5.05897, -1.60723, 2.27056], [-5.57845, 1.81709, -4.61141], [-5.58178, 0.05426, -4.56063], [-6.75196, 0.96071, -3.61276], [-3.70202, 2.75413, -3.48014], [-2.18396, 2.83223, -1.52683], [-4.04848, 3.03970, 0.34926], [-4.26987, 5.05768, 1.64348], [-3.57787, 6.48961, 3.44892], [-2.72513, 5.72654, 4.79113], [-1.82103, 6.58900, 3.55333], [-0.95909, 3.88448, 4.02268], [-5.51263, -0.76546, -1.91272], [1.15079, -1.10296, 0.52220], [3.00674, -1.11188, 0.42615], [3.76509, 0.53943, -0.36509], [5.13359, 0.76565, -0.50649], [5.61671, 1.90562, -1.13633], [4.72817, 2.84198, -1.64906], [3.36208, 2.62808, -1.52285], [2.88841, 1.48850, -0.88443], [3.83045, -2.46815, -0.79607], [3.72360, -2.26408, -2.17363], [4.26358, -3.15549, -3.08945], [4.93693, -4.28690, -2.64471], [5.06684, -4.50473, -1.28113], [4.52311, -3.60106, -0.37373], [3.90713, -1.41916, 2.16337], [3.61214, -2.57440, 2.88892], [4.17524, -2.81561, 4.13411], [5.04613, -1.89020, 4.69342], [5.33442, -0.72385, 3.99975], [4.76865, -0.49569, 2.75116], [5.84322, 0.03420, -0.12893], [6.68645, 2.06284, -1.22806], [5.09979, 3.73453, -2.14071], [2.65963, 3.35641, -1.91285], [1.81992, 1.32715, -0.76150], [3.20696, -1.38159, -2.53898], [4.15875, -2.96684, -4.15267], [5.36062, -4.98781, -3.35548], [5.59610, -5.38008, -0.91930], [4.65016, -3.78893, 0.68737], [2.89813, -3.28696, 2.48743], [3.91640, -3.71764, 4.67752], [5.47941, -2.06561, 5.67176], [5.98945, 0.02149, 4.43751], [4.98819, 0.43553, 2.24006], [-2.19992, -1.35871, -5.14753], [-1.05511, -1.12343, -4.17453], [-1.60434, -1.40251, -2.46524], [-0.67745, -0.49193, -1.68384], [-0.99629, -3.08493, -2.22481], [0.51390, -3.19167, -2.16532], [-1.88176, -1.14798, -6.17086], [-3.04581, -0.71603, -4.90395], [-2.54740, -2.39390, -5.11167], [-0.72671, -0.08420, -4.17367], [-0.19237, -1.75131, -4.39822], [-1.45406, -3.66855, -3.03294], [-1.45432, -3.37738, -1.28169], [0.99634, -2.92692, -3.10863], [0.79771, -4.21798, -1.92418], [0.89057, -2.53753, -1.37511]], "forces_ev_per_angstrom": [[-0.2, -0.4, -0.1], [0.0, 0.0, 0.0], [0.1, 0.1, -0.1], [-0.1, -0.1, 0.0], [-0.1, -0.1, 0.0], [0.0, -0.1, 0.0], [0.0, 0.8, 0.0], [0.0, -0.2, 0.0], [0.0, 0.0, 0.0], [0.0, 0.0, 0.0], [0.0, 0.0, 0.0], [0.0, 0.0, 0.0], [0.0, -0.1, 0.0], [0.0, 0.1, 0.0], [-0.2, 0.0, 0.0], [0.0, 0.0, 0.1], [0.1, 0.0, 0.0], [-0.1, 0.0, 0.1], [-0.1, 0.0, 0.0], [-0.1, 0.0, 0.0], [0.0, -0.1, 0.0], [0.0, 0.0, -0.1], [0.1, 0.0, 0.0], [0.0, 0.1, -0.1], [0.1, 0.0, 0.0], [0.0, -0.1, 0.0], [0.0, 0.0, -0.1], [-0.2, -0.1, 0.2], [0.0, -0.1, -0.1], [0.1, 0.0, 0.0], [0.0, 0.1, 0.0], [0.0, 0.0, 0.0], [0.0, 0.0, 0.1], [0.0, 0.0, 0.0], [0.0, -0.1, 0.0], [0.0, 0.0, -0.1], [0.0, 0.0, 0.0], [0.0, 0.0, 0.0], [0.0, 0.0, 0.0], [0.0, 0.0, 0.0], [0.0, 0.0, 0.0], [0.0, 0.0, 0.0], [0.0, 0.0, 0.0], [0.0, 0.0, 0.0], [0.0, 0.0, 0.0], [0.0, 0.0, 0.0], [0.0, 0.0, 0.0], [0.0, 0.0, 0.0], [0.4, 0.2, -0.1], [0.0, -0.1, 0.1], [0.0, 0.0, 0.0], [0.1, -0.1, 0.0], [0.0, 0.0, 0.0], [0.0, 0.0, 0.0], [0.0, 0.0, 0.0], [-0.1, 0.1, 0.0], [0.1, 0.1, 0.0], [0.0, 0.0, 0.0], [0.0, 0.0, 0.0], [0.0, 0.0, 0.0], [0.0, 0.0, 0.0], [0.0, -0.1, 0.1], [0.0, 0.0, 0.0], [-0.1, 0.0, 0.0], [0.0, 0.0, 0.0], [0.0, 0.0, 0.0], [0.0, 0.0, 0.0], [0.1, 0.0, 0.0], [0.0, 0.0, 0.0], [0.0, 0.0, 0.0], [0.0, 0.0, 0.0], [0.0, 0.0, 0.0], [0.0, 0.0, 0.0], [0.0, 0.0, 0.0], [0.0, 0.0, 0.0], [0.0, 0.0, 0.0], [0.0, 0.0, 0.0], [0.0, 0.0, 0.0], [0.0, 0.0, 0.0], [0.0, 0.0, 0.0], [0.0, 0.0, 0.0], [0.0, 0.0, 0.0], [0.0, 0.0, 0.0], [0.0, 0.0, 0.0], [0.0, -0.1, 0.0], [0.0, 0.1, 0.0], [0.0, 0.0, 0.0], [-0.1, 0.0, -0.1], [0.0, 0.0, -0.1], [0.0, 0.0, 0.0], [0.0, 0.0, 0.0], [0.0, 0.0, 0.0], [-0.1, 0.0, 0.0], [0.0, 0.0, 0.0], [0.0, 0.0, 0.0], [0.0, 0.0, 0.1], [0.0, 0.0, 0.0], [0.0, 0.0, 0.0], [0.0, 0.0, 0.0]], "lowdin_spin": [1.721, 0.000, 0.003, 0.000, 0.002, 0.006, 0.029, 0.008, 0.001, 0.001, 0.002, 0.000, 0.001, 0.005, 0.018, 0.087, 0.009, 0.001, 0.002, 0.025, 0.000, 0.000, 0.001, 0.000, 0.005, 0.000, 0.014, 0.065, 0.001, 0.001, 0.000, 0.000, 0.002, 0.001, 0.003, 0.000, 0.000, 0.000, 0.000, 0.000, 0.001, 0.000, 0.000, 0.000, 0.000, 0.000, 0.000, 0.000, -0.084, -0.022, -0.004, 0.000, 0.000, 0.000, 0.001, 0.010, 0.000, 0.000, 0.000, 0.001, 0.000, 0.001, -0.004, -0.002, 0.000, 0.000, 0.000, -0.001, 0.000, 0.000, 0.000, 0.000, 0.018, 0.000, 0.000, 0.000, 0.000, 0.000, -0.001, 0.000, 0.000, 0.000, 0.000, 0.001, 0.001, 0.020, 0.047, 0.005, -0.002, 0.000, 0.000, 0.000, 0.000, 0.000, 0.001, 0.001, 0.000, 0.000, -0.002]}

***

{"formula": "C3H5O4Rh", "method": "ωB97M-V with the def2-TZVPD basis set", "relative_energy_kj_mol": 52.10, "lumo_energy_ev": [0.601, -2.540], "max_force_ev_per_a": 3.93, "total_energy_ha": -528.5584, "homo_ev": [-7.620, -9.964], "multiplicity": 5, "homo_lumo_gap_ev": [8.22, 7.42], "species": ["O", "C", "C", "O", "O", "C", "H", "H", "H", "H", "Rh", "O", "H"], "coordinates": [[-0.00287, 0.94085, -0.74668], [-1.14656, -0.13674, 0.32982], [1.17475, 0.17130, -0.64270], [-2.00408, -0.83158, -0.31533], [-0.17579, -0.90117, 0.97693], [1.15108, -0.44840, 0.74561], [2.04644, 0.82644, -0.76895], [1.15749, -0.63102, -1.40189], [1.41442, 0.30688, 1.50433], [1.80820, -1.32373, 0.81105], [-3.26884, -0.64491, -1.68935], [-1.51683, 0.99480, 0.93470], [-0.63739, 1.67728, 0.26245]], "forces_ev_per_angstrom": [[-0.7, -1.0, 0.2], [1.7, 2.7, 2.3], [-0.1, 0.6, 0.1], [0.4, -0.8, 0.3], [-1.0, 0.1, -1.5], [0.4, 0.3, 0.3], [0.0, -0.4, 0.0], [0.1, 0.4, 0.1], [0.0, -0.3, -0.2], [-0.1, 0.3, 0.2], [-0.8, 0.2, -0.9], [1.1, 0.4, -1.5], [-1.0, -2.5, 0.7]], "lowdin_spin": [0.033, 0.059, 0.003, 0.436, 0.018, 0.003, 0.001, 0.000, 0.000, 0.000, 3.421, 0.025, 0.000]}